C45H48FN5O14S | the ωB97M-V functional and the def2-TZVPD basis

## Properties
E_tot	-3568.32231	a.u.
HOMO-LUMO gap	0.298	hartree
HOMO energy	-8.81	eV
2S+1	1
structure (SMILES)	CCCON1C(=O)c2c(COC)c(S)c(CCCC(=O)OCC)c([C@@H](C)F)c2C1=O.O=[N+]([O-])c1ccccc1.O=[N+]([O-])c1ccccc1.O=[N+]([O-])c1ccccc1.O=[N+]([O-])c1ccccc1

Last column: Mulliken charge in e.
Geometry (Å):
C1 -4.1784 -3.9355 4.7962  -1.2602
C2 -2.8706 -3.2550 4.3203  -0.1126
C3 -3.2309 -2.0137 3.4787  -0.3992
O1 -2.2194 -1.6808 2.5114  -0.3382
N1 -1.4707 -0.5776 2.9350  0.2273
C4 -2.0071 0.6520 2.4699  -0.1075
O2 -3.1825 0.8970 2.3347  -0.5825
C5 -0.7862 1.5251 2.2581  0.4457
C6 -0.7221 2.8821 2.0729  0.8469
C7 -2.0110 3.7076 2.0199  -1.2016
O3 -2.0753 4.6164 0.9398  -0.3897
C8 -1.9457 3.9647 -0.2965  -0.3332
C9 0.5565 3.4133 1.9464  0.9603
S1 0.7148 5.1965 1.7422  -0.0988
C10 1.6985 2.6062 1.9643  0.1913
C11 3.0406 3.2904 1.7833  -1.5519
C12 3.3358 3.6091 0.2821  -1.1612
C13 2.6228 2.6805 -0.7037  0.4136
C14 2.9692 3.0865 -2.1596  0.4466
O4 3.7038 4.0274 -2.3448  -0.6412
O5 2.4079 2.3976 -3.1833  -0.2573
C15 1.7161 1.1951 -2.8257  0.0761
C16 1.2260 0.5423 -4.1243  -1.3742
C17 1.5958 1.2300 2.1089  -0.0711
C18 2.8153 0.3292 2.0824  -0.0690
C19 2.9794 -0.5829 3.3005  -1.6670
F1 2.7671 -0.4157 0.8944  -0.3975
C20 0.3333 0.7088 2.2754  0.9231
C21 -0.1298 -0.7253 2.4678  -0.5037
O6 0.4124 -1.7778 2.2637  -0.5572
H1 -5.0267 -3.2434 4.7239  0.4610
H2 -4.4232 -4.7940 4.1626  0.2395
H3 -4.0899 -4.2172 5.8459  0.2609
H4 -2.2060 -3.9188 3.7636  0.3693
H5 -2.3329 -2.9282 5.2163  0.1974
H6 -4.1856 -2.2006 2.9789  0.3262
H7 -3.3357 -1.1539 4.1442  0.2934
H8 -2.2292 4.1856 2.9767  0.4098
H9 -2.8144 2.9771 1.8479  0.4326
H10 -0.9314 3.5800 -0.4892  -0.0798
H11 -2.1469 4.6999 -1.0820  0.2852
H12 -2.6723 3.1471 -0.4214  0.3039
H13 0.9497 5.2509 0.4092  0.1103
H14 3.0446 4.2434 2.3200  0.0267
H15 3.8613 2.7169 2.2198  0.8235
H16 3.1123 4.6560 0.0774  0.4221
H17 4.4128 3.4796 0.1323  0.4323
H18 2.9588 1.6582 -0.5001  0.1533
H19 1.5294 2.7415 -0.6421  -0.1457
H20 0.8155 1.3908 -2.2288  0.1449
H21 2.3392 0.4818 -2.2800  0.2528
H22 0.6971 1.2651 -4.7494  0.3001
H23 2.1155 0.1975 -4.6574  0.3390
H24 0.5921 -0.3198 -3.9239  0.4632
H25 3.7255 0.9225 1.9966  0.5193
H26 2.6611 -0.1085 4.2294  0.3591
H27 4.0417 -0.8441 3.3682  0.4247
H28 2.4609 -1.5228 3.1043  0.4087
C22 -2.6859 -10.5638 4.7641  -0.3985
C23 -3.6650 -10.1978 5.6782  -0.4447
C24 -3.6838 -8.9135 6.1979  -0.3379
C25 -2.7199 -8.0087 5.7899  0.0906
C26 -1.7340 -8.3607 4.8853  -0.2906
C27 -1.7194 -9.6475 4.3715  -0.4789
N2 -2.7507 -6.6393 6.3201  1.0354
O7 -3.6167 -6.3650 7.1264  -0.5963
O8 -1.9107 -5.8602 5.9182  -0.5759
H29 -2.6767 -11.5662 4.3556  0.3753
H30 -4.4162 -10.9135 5.9837  0.3681
H31 -4.4466 -8.6310 6.9089  0.4399
H32 -0.9828 -7.6485 4.5760  0.4445
H33 -0.9560 -9.9354 3.6615  0.3712
C28 2.9061 0.5529 -10.3922  -0.4021
C29 1.7121 1.2506 -10.2676  -0.5348
C30 0.8805 1.0147 -9.1850  -0.1757
C31 1.2607 0.0816 -8.2363  0.1707
C32 2.4440 -0.6269 -8.3507  -0.3531
C33 3.2694 -0.3875 -9.4371  -0.5286
N3 0.3934 -0.1535 -7.0766  1.0260
O9 -0.6465 0.4738 -7.0135  -0.5566
O10 0.7630 -0.9538 -6.2435  -0.5977
H34 3.5564 0.7432 -11.2364  0.3786
H35 1.4303 1.9810 -11.0135  0.3855
H36 -0.0485 1.5584 -9.0911  0.3841
H37 2.7300 -1.3570 -7.6075  0.4424
H38 4.1986 -0.9318 -9.5381  0.3725
C34 -5.7571 -0.3135 -6.2836  -0.4055
C35 -6.3677 -0.8382 -7.4159  -0.4072
C36 -5.8113 -0.6241 -8.6665  -0.3702
C37 -4.6439 0.1126 -8.7656  0.0919
C38 -4.0294 0.6470 -7.6483  -0.2166
C39 -4.5914 0.4314 -6.4004  -0.4808
N4 -4.0357 0.3225 -10.0869  1.0083
O11 -4.6071 -0.1421 -11.0520  -0.6074
O12 -2.9938 0.9460 -10.1374  -0.5985
H39 -6.1909 -0.4872 -5.3071  0.3716
H40 -7.2765 -1.4173 -7.3227  0.3724
H41 -6.2877 -1.0333 -9.5455  0.4414
H42 -3.1202 1.2240 -7.7337  0.3981
H43 -4.1180 0.8411 -5.5186  0.3983
C40 6.5401 4.0180 7.6630  -0.3835
C41 6.7206 4.9139 6.6176  -0.5355
C42 5.7008 5.1293 5.7045  -0.2760
C43 4.5080 4.4443 5.8546  0.1331
C44 4.3159 3.5434 6.8872  -0.3147
C45 5.3407 3.3307 7.7951  -0.5292
N5 3.4169 4.6876 4.9027  1.1043
O13 3.6212 5.4676 3.9945  -0.6489
O14 2.3706 4.0946 5.0759  -0.5897
H44 7.3365 3.8556 8.3780  0.3796
H45 7.6560 5.4471 6.5159  0.3785
H46 5.8436 5.8268 4.8919  0.4522
H47 3.3824 3.0098 6.9936  0.4555
H48 5.2034 2.6313 8.6086  0.3756